1) Formula: C22H50MnN2O3P2
Source: OMol25
Level of theory: ωB97M-V/def2-TZVPD

Summary:
total charge: +4
frontier orbital gap (spin up / spin down): 5.81 / 4.89 eV
spin multiplicity: 4
LUMO energy (spin up / spin down): -15.7048 / -16.6309 eV

Each line ends with the Löwdin charge.
CARTESIAN COORDINATES (ANGSTROEM)
Mn 0.236 -0.002 -0.565  0.489
C 0.797 -0.576 -2.129  -0.167
O 1.294 -0.732 -3.193  0.239
C 0.830 1.653 -0.624  -0.118
O 1.248 2.711 -0.921  0.263
P -1.937 0.479 -1.479  1.115
C -3.317 1.206 -0.448  -0.494
H -4.122 1.466 -1.155  0.108
C -1.807 1.809 -2.812  -0.485
H -1.005 2.432 -2.378  0.086
C -2.896 -0.959 -2.216  -0.488
H -3.087 -1.568 -1.316  0.096
C 2.379 -2.979 0.042  -0.487
P 2.026 -1.189 0.563  1.116
H 3.287 -1.704 2.488  0.112
H 1.488 -3.491 0.443  0.105
C 3.719 -0.420 0.242  -0.488
H 4.408 -1.253 0.448  0.118
C -1.328 1.256 -4.152  -0.077
H -2.154 0.804 -4.719  0.099
H -0.517 0.525 -4.062  0.049
H -0.946 2.107 -4.735  0.117
C -3.046 2.687 -3.041  -0.060
H -2.909 3.250 -3.974  0.120
H -3.216 3.422 -2.250  0.080
H -3.960 2.092 -3.152  0.082
C -4.249 -0.565 -2.818  -0.055
H -4.906 -0.031 -2.124  0.079
H -4.775 -1.488 -3.104  0.126
H -4.136 0.043 -3.725  0.092
C -2.118 -1.826 -3.210  -0.077
H -2.562 -2.833 -3.211  0.116
H -1.058 -1.931 -2.956  0.042
H -2.192 -1.429 -4.232  0.099
C -3.900 0.199 0.551  -0.087
H -4.716 -0.383 0.099  0.100
H -4.319 0.731 1.417  0.098
H -3.149 -0.513 0.922  0.028
C -2.842 2.490 0.222  -0.092
H -1.996 2.287 0.895  0.038
H -3.678 2.919 0.794  0.117
H -2.520 3.249 -0.497  0.073
C 3.639 -3.587 0.679  -0.070
H 3.826 -3.306 1.719  0.073
H 4.536 -3.338 0.098  0.105
H 3.533 -4.681 0.664  0.126
C 2.428 -3.235 -1.463  -0.084
H 3.303 -2.759 -1.926  0.092
C 1.914 -0.317 3.328  -0.117
H 1.528 -2.892 -1.981  0.050
H 2.515 -4.320 -1.629  0.122
C 1.446 -2.752 2.894  -0.079
H 0.881 -0.343 3.696  0.074
H 2.576 -0.342 4.209  0.121
H 2.056 0.635 2.808  0.028
C 2.206 -1.509 2.419  -0.483
H 1.256 -2.685 3.973  0.110
H 2.002 -3.678 2.714  0.091
H 0.473 -2.857 2.401  0.056
C 4.062 0.712 1.210  -0.083
H 3.343 1.541 1.140  0.071
H 5.051 1.109 0.946  0.118
H 4.116 0.382 2.252  0.079
C 3.926 0.049 -1.198  -0.078
H 3.657 -0.700 -1.952  0.063
H 4.993 0.293 -1.319  0.122
H 3.347 0.964 -1.394  0.071
H -1.123 -1.932 1.111  0.054
H -1.772 -2.200 0.822  0.104
C 1.160 3.542 3.645  0.078
N -0.067 2.847 3.941  0.243
C -0.674 1.931 3.141  -0.499
N -1.836 1.429 3.678  0.309
O -0.240 1.580 2.021  -0.010
H 1.545 3.202 2.677  0.104
H 1.902 3.354 4.434  0.159
H 0.990 4.628 3.633  0.163
H -0.467 2.981 4.853  0.192
H -2.308 0.686 3.179  0.139
H -2.071 1.623 4.646  0.157


2) Formula: C22H50MnN2O3P2
Source: OMol25
Level of theory: ωB97M-V/def2-TZVPD

Summary:
total charge: +4
frontier orbital gap (spin up / spin down): 5.71 / 5.22 eV
spin multiplicity: 4
LUMO energy (spin up / spin down): -15.8474 / -16.3477 eV

Each line ends with the Löwdin charge.
CARTESIAN COORDINATES (ANGSTROEM)
Mn -0.414 0.639 -0.109  0.539
C -0.863 2.216 -0.732  -0.148
O -1.152 3.279 -1.188  0.238
C -1.818 0.356 0.921  -0.105
O -2.731 0.150 1.628  0.264
P -1.306 -0.480 -2.040  1.129
C -1.282 -2.343 -2.225  -0.499
H -1.884 -2.529 -3.131  0.117
C -3.153 -0.156 -2.214  -0.500
H -3.470 -0.185 -1.156  0.095
C -0.471 -0.048 -3.685  -0.487
H 0.538 -0.462 -3.516  0.097
C 2.403 2.884 0.684  -0.493
P 1.236 1.560 1.406  1.127
H 2.890 1.270 3.194  0.129
H 3.032 2.253 0.035  0.100
C 0.436 2.473 2.836  -0.500
H 1.251 3.125 3.175  0.117
C -3.455 1.224 -2.777  -0.077
H -3.143 1.304 -3.828  0.088
H -2.966 2.021 -2.212  0.055
H -4.545 1.383 -2.738  0.120
C -4.012 -1.178 -2.958  -0.061
H -5.047 -0.811 -2.904  0.120
H -3.997 -2.173 -2.506  0.074
H -3.739 -1.271 -4.015  0.094
C -1.057 -0.701 -4.941  -0.048
H -1.043 -1.795 -4.921  0.086
H -0.469 -0.393 -5.821  0.126
H -2.091 -0.377 -5.122  0.089
C -0.298 1.444 -3.932  -0.088
H 0.437 1.574 -4.741  0.119
H 0.083 1.962 -3.049  0.044
H -1.229 1.934 -4.242  0.092
C 0.136 -2.870 -2.440  -0.093
H 0.518 -2.677 -3.452  0.090
H 0.153 -3.958 -2.280  0.104
H 0.830 -2.409 -1.720  0.065
C -1.948 -3.042 -1.043  -0.090
H -1.467 -2.780 -0.083  0.046
H -1.885 -4.128 -1.199  0.113
H -3.010 -2.797 -0.973  0.075
C 3.290 3.606 1.706  -0.066
H 3.812 2.950 2.407  0.079
H 2.706 4.335 2.286  0.103
H 4.057 4.175 1.159  0.125
C 1.795 3.957 -0.207  -0.091
H 1.120 4.630 0.337  0.091
C 2.147 -0.709 3.027  -0.120
H 1.263 3.544 -1.064  0.050
H 2.618 4.571 -0.603  0.120
C 3.794 0.336 1.483  -0.096
H 2.502 -1.551 2.415  0.078
H 2.664 -0.763 4.002  0.118
H 1.072 -0.824 3.194  0.035
C 2.566 0.607 2.369  -0.483
H 4.471 -0.342 2.028  0.116
H 4.354 1.244 1.217  0.082
H 3.498 -0.161 0.550  0.063
C 0.028 1.548 3.982  -0.080
H -0.673 0.776 3.632  0.067
H -0.485 2.136 4.755  0.116
H 0.876 1.047 4.462  0.080
C -0.735 3.353 2.413  -0.077
H -0.473 4.033 1.594  0.070
H -1.030 3.955 3.284  0.121
H -1.601 2.747 2.112  0.068
H 3.200 -0.516 -1.991  -0.005
H 3.786 -0.469 -2.476  0.057
C -0.885 -3.397 4.300  0.073
N 0.048 -4.012 3.370  0.247
C 0.197 -3.530 2.105  -0.500
N 0.750 -4.471 1.235  0.268
O -0.175 -2.405 1.729  0.024
H -1.309 -2.459 3.885  0.116
H -0.354 -3.155 5.224  0.150
H -1.696 -4.117 4.545  0.166
H 0.301 -4.988 3.491  0.199
H 1.102 -4.049 0.387  0.124
H 1.405 -5.122 1.668  0.148


Most stable of them? 1).


1) Formula: C3H3FOS
Source: OMol25
Level of theory: ωB97M-V/def2-TZVPD

Summary:
SMILES: O=C[C@@H](F)C=S
total charge: 0
frontier orbital gap: 8.46 eV
spin multiplicity: 1
LUMO energy: -0.6703 eV

Each line ends with the Löwdin charge.
CARTESIAN COORDINATES (ANGSTROEM)
C 0.550 0.177 0.616  -0.416
C -0.498 0.452 -0.413  -0.588
C -0.100 -0.639 1.706  -0.189
H 0.885 1.103 1.120  0.175
H -1.487 0.749 0.016  0.077
H 0.518 -1.436 2.163  0.141
O -1.195 -0.346 2.116  0.070
F 1.651 -0.392 0.087  0.002
S -0.308 0.371 -2.029  0.728


2) Formula: C3H3FOS
Source: OMol25
Level of theory: ωB97M-V/def2-TZVPD

Summary:
SMILES: C=C(F)C(O)=S
total charge: 0
frontier orbital gap: 8.22 eV
spin multiplicity: 1
LUMO energy: -0.5919 eV

Each line ends with the Löwdin charge.
CARTESIAN COORDINATES (ANGSTROEM)
C -0.277 0.046 -0.385  -0.782
C 0.080 0.097 1.129  -0.355
C 1.446 -0.100 1.375  0.096
H -1.910 0.968 0.010  0.157
H 2.059 -0.451 0.390  0.084
H 1.767 -0.125 2.379  0.043
O -1.400 0.610 -0.803  -0.023
F -0.757 0.813 1.798  0.096
S 0.538 -0.803 -1.578  0.684


3) Formula: C3H3FOS
Source: OMol25
Level of theory: ωB97M-V/def2-TZVPD

Summary:
SMILES: F[C@@H]1COC1=S
total charge: 0
frontier orbital gap: 9.40 eV
spin multiplicity: 1
LUMO energy: -0.0118 eV

Each line ends with the Löwdin charge.
CARTESIAN COORDINATES (ANGSTROEM)
C -0.784 -0.797 0.313  -0.310
C -0.232 -1.416 -0.930  -0.107
C -0.035 0.478 -0.163  -0.803
H -1.790 -0.724 0.539  0.138
H -1.082 -1.853 -1.312  0.102
H 0.788 -1.981 -0.487  0.214
O 0.063 -0.122 -1.398  -0.077
F -0.527 -1.326 1.534  0.016
S 0.790 1.743 0.207  0.828


4) Formula: C3H3FOS
Source: OMol25
Level of theory: ωB97M-V/def2-TZVPD

Summary:
SMILES: C=C(F)C(=O)S
total charge: 0
frontier orbital gap: 9.67 eV
spin multiplicity: 1
LUMO energy: -0.3953 eV

Each line ends with the Löwdin charge.
CARTESIAN COORDINATES (ANGSTROEM)
C -0.537 -0.735 -0.113  -0.766
C 0.841 -0.179 -0.303  -0.326
C 1.053 1.200 -0.049  0.094
H -2.778 -1.012 0.528  -0.002
H 2.063 1.914 0.431  0.175
H 0.137 1.713 0.040  -0.007
O -0.543 -1.952 0.003  -0.012
F 1.883 -1.019 -0.276  0.072
S -2.119 0.069 -0.262  0.773


Most stable of them? 1).


1) Formula: CH5PS2
Source: OMol25
Level of theory: ωB97M-V/def2-TZVPD

Summary:
SMILES: SCPS
total charge: 0
frontier orbital gap: 9.86 eV
spin multiplicity: 1
LUMO energy: 0.6831 eV

Each line ends with the Löwdin charge.
CARTESIAN COORDINATES (ANGSTROEM)
C -0.582 0.555 0.015  -0.782
P 0.276 -0.984 -0.678  0.441
S -2.089 -0.007 1.084  0.573
S 2.223 -0.298 -0.906  0.298
H -0.983 1.209 -0.782  0.024
H -0.049 1.033 0.807  -0.011
H 0.463 -1.480 0.538  -0.151
H -1.525 0.438 2.177  -0.194
H 2.266 -0.467 -2.254  -0.198


2) Formula: CH5PS2
Source: OMol25
Level of theory: ωB97M-V/def2-TZVPD

Summary:
SMILES: C=S.PS
total charge: 0
frontier orbital gap: 8.47 eV
spin multiplicity: 1
LUMO energy: -0.5563 eV

Each line ends with the Löwdin charge.
CARTESIAN COORDINATES (ANGSTROEM)
C -1.145 1.783 -2.136  -0.603
P 0.455 -0.763 1.687  0.301
S -0.571 1.575 -3.640  0.582
S 1.890 -2.106 2.340  0.228
H -0.569 2.243 -1.283  0.015
H -2.159 1.467 -1.823  0.003
H 1.242 -0.209 0.482  -0.100
H -0.336 -1.711 0.961  -0.167
H 1.193 -2.278 3.411  -0.258


Most stable of them? 1).


1) Formula: CH5PS2
Source: OMol25
Level of theory: ωB97M-V/def2-TZVPD

Summary:
total charge: 0
frontier orbital gap (spin up / spin down): 7.45 / 7.84 eV
spin multiplicity: 1
LUMO energy (spin up / spin down): -1.7855 / -0.4500 eV

Each line ends with the Löwdin charge.
CARTESIAN COORDINATES (ANGSTROEM)
C 1.045 -0.353 0.184  -0.373
P -0.777 -0.266 0.695  -0.086
S -1.071 -1.615 2.058  0.131
S -0.872 1.662 1.277  0.430
H 1.580 0.146 0.917  -0.022
H 1.329 -1.401 0.036  0.025
H 1.282 0.179 -0.882  0.093
H -1.836 -0.367 -2.180  0.056
H -1.893 1.442 1.943  -0.253


2) Formula: CH5PS2
Source: OMol25
Level of theory: ωB97M-V/def2-TZVPD

Summary:
total charge: 0
frontier orbital gap (spin up / spin down): 8.61 / 6.10 eV
spin multiplicity: 1
LUMO energy (spin up / spin down): -0.4636 / -1.8635 eV

Each line ends with the Löwdin charge.
CARTESIAN COORDINATES (ANGSTROEM)
C 0.404 -1.462 -0.238  -0.510
P 2.207 -1.382 -0.211  0.661
S -1.141 3.707 0.126  0.195
S -2.112 2.078 0.584  0.014
H 0.076 -2.141 -0.982  0.000
H -0.147 -0.527 -0.089  -0.005
H 0.263 -2.065 0.665  0.011
H 2.461 -2.708 -0.647  -0.177
H -2.011 4.502 0.791  -0.190


3) Formula: CH5PS2
Source: OMol25
Level of theory: ωB97M-V/def2-TZVPD

Summary:
total charge: 0
frontier orbital gap (spin up / spin down): 6.26 / 6.27 eV
spin multiplicity: 1
LUMO energy (spin up / spin down): -2.7000 / -2.6993 eV

Each line ends with the Löwdin charge.
CARTESIAN COORDINATES (ANGSTROEM)
C 0.511 -0.654 -0.899  -0.358
P 0.368 0.616 0.375  0.372
S -2.460 -0.251 0.758  0.210
S 1.777 1.985 -0.066  0.170
H 1.456 -1.073 -0.979  0.027
H 0.419 -0.026 -1.730  0.015
H -0.248 -1.339 -0.904  -0.013
H 0.543 0.185 1.639  -0.082
H -2.366 0.558 1.807  -0.341


Most stable of them? 3).